# 1
Below is a molecular structure, C43H68CsN4O3P2Si, with properties calculated with ωB97M-V/def2-TZVPD.

Structure (ORCA input):
```
! wB97M-V def2-TZVPD RIJCOSX def2/J DEFGRID3
* xyz -1 1
Cs -0.70 -3.13 -1.45
C -2.49 0.53 -2.99
Si -1.61 0.54 -1.28
C -0.26 1.81 -1.94
C -0.55 3.19 -1.97
C 0.33 4.16 -2.47
C 1.54 3.78 -3.02
C 1.83 2.43 -3.01
C 0.96 1.47 -2.42
P 1.50 -0.26 -2.42
C 2.58 -0.33 -3.93
C 2.85 -1.80 -4.12
C 3.75 -2.08 -5.31
C 3.20 -1.49 -6.63
C 2.93 0.01 -6.48
C 2.00 0.21 -5.18
C 2.76 -0.37 -1.07
C 3.84 0.70 -1.03
C 4.76 0.41 0.18
C 3.97 0.50 1.49
C 2.88 -0.60 1.50
C 2.01 -0.43 0.28
C -2.71 1.73 -0.24
C -4.05 1.95 -0.71
C -4.93 2.65 0.01
C -4.58 3.39 1.14
C -3.23 3.33 1.55
C -2.34 2.45 0.91
P -0.69 2.16 1.60
C 0.20 3.89 1.80
C 1.68 3.75 1.50
C 2.40 5.12 1.46
C 2.16 5.83 2.78
C 0.70 6.04 3.01
C -0.06 4.72 3.06
C -1.18 1.70 3.31
C 0.02 1.27 4.17
C -0.34 1.00 5.63
C -1.26 -0.25 5.60
C -2.43 0.08 4.74
C -2.12 0.47 3.31
H -2.58 1.56 -3.36
H -3.48 0.14 -3.04
H -1.94 0.05 -3.78
H -1.42 3.52 -1.47
H 0.06 5.24 -2.47
H 2.25 4.48 -3.52
H 2.80 2.15 -3.38
H 3.54 0.12 -3.66
H 1.88 -2.29 -4.26
H 3.30 -2.21 -3.21
H 3.89 -3.16 -5.34
H 4.73 -1.59 -5.15
H 2.24 -1.97 -6.92
H 3.95 -1.56 -7.47
H 2.49 0.38 -7.40
H 3.90 0.52 -6.29
H 1.08 -0.42 -5.38
H 1.72 1.25 -5.03
H 3.32 -1.33 -1.28
H 3.47 1.73 -0.93
H 4.42 0.58 -1.99
H 5.63 1.15 0.20
H 5.15 -0.60 0.07
H 3.51 1.49 1.69
H 4.73 0.29 2.30
H 2.29 -0.59 2.43
H 3.46 -1.55 1.55
H 1.48 0.56 0.37
H 1.30 -1.24 0.21
H -4.39 1.42 -1.59
H -5.94 2.75 -0.31
H -5.33 4.02 1.60
H -2.96 3.93 2.45
H -0.22 4.45 0.97
H 1.77 3.26 0.54
H 2.20 3.13 2.26
H 1.98 5.74 0.62
H 3.47 4.95 1.21
H 2.61 6.78 2.76
H 2.61 5.26 3.63
H 0.31 6.62 2.14
H 0.49 6.53 3.94
H -1.16 4.89 3.16
H 0.30 4.15 3.92
H -1.65 2.47 3.93
H 0.86 2.01 4.15
H 0.41 0.27 3.81
H -0.84 1.86 6.03
H 0.56 0.89 6.23
H -1.57 -0.46 6.62
H -0.80 -1.22 5.33
H -2.98 0.99 5.16
H -3.20 -0.73 4.75
H -3.03 0.62 2.72
H -1.54 -0.36 2.77
O -0.29 -3.58 1.59
H -0.33 -4.46 1.19
H 0.46 -3.61 2.21
C -3.89 -7.29 -2.10
C -4.12 -5.83 -2.25
O -2.97 -5.05 -1.81
H -4.70 -7.83 -2.54
H -3.97 -7.65 -1.01
H -2.91 -7.60 -2.53
H -5.01 -5.48 -1.65
H -4.20 -5.70 -3.33
H -2.62 -5.40 -0.94
N -0.52 -5.89 0.13
C -0.16 -6.97 0.01
N 0.06 -8.21 -0.21
C 1.28 -8.68 -0.15
N 2.30 -9.19 0.02
C -3.54 -3.82 3.32
C -3.97 -4.03 1.86
N -3.54 -3.14 0.91
O -4.80 -4.91 1.60
H -3.20 -4.82 3.65
H -4.41 -3.46 3.87
H -2.75 -3.09 3.44
H -2.75 -2.50 1.07
H -3.91 -3.23 -0.03
*
```

The calculation puts the largest force on an atom at 0.057 Eh/bohr. As for the total energy: -84803.091 eV.

---

# 2
Below is 2 unconnected molecules or ions with the total composition C2H7NOS, with properties calculated with ωB97M-V/def2-TZVPD.

Structure (ORCA input):
```
! wB97M-V def2-TZVPD RIJCOSX def2/J DEFGRID3
* xyz 0 1
N -0.05 -0.56 -1.12
C -0.43 -0.65 0.29
C 0.77 -0.40 1.19
O 1.86 -0.79 0.87
H -0.81 -0.84 -1.72
H 0.77 -1.11 -1.29
H -0.77 -1.67 0.56
H -1.25 0.03 0.49
H 0.60 0.17 2.12
S -0.41 2.40 0.13
H 0.18 0.95 -0.32
H -0.46 2.49 -1.21
*
```

The calculation puts the largest force on an atom at 0.072 Eh/bohr. As for the SMILES: NCC=O.S. As for the total energy: -16558.483 eV.

---

# 3
Below is 3 unconnected molecules or ions with the total composition C27H42Br2N3O3, with properties calculated with ωB97M-V/def2-TZVPD.

Structure (ORCA input):
```
! wB97M-V def2-TZVPD RIJCOSX def2/J DEFGRID3
* xyz 1 3
C 1.65 3.24 1.50
C 1.13 2.18 1.33
C 0.84 0.82 1.00
C 0.92 -0.13 2.00
N 0.69 -1.41 1.72
C 0.35 -1.82 0.49
Br 0.00 -3.63 0.22
C 0.24 -0.92 -0.53
C 0.50 0.41 -0.29
C 0.38 1.41 -1.39
C -1.10 1.73 -1.58
O -1.95 0.93 -1.47
Br -1.53 3.54 -2.05
H 2.14 4.16 1.68
H 1.17 0.15 3.01
H 0.76 -2.08 2.47
H -0.05 -1.23 -1.52
H 0.74 0.97 -2.32
H 0.92 2.31 -1.16
C 0.32 0.16 -7.39
C 0.44 0.83 -6.00
C 0.37 2.36 -6.15
C 1.65 3.01 -6.66
C 2.86 2.54 -5.85
C 2.99 1.02 -5.81
N 1.71 0.41 -5.32
O 1.61 0.53 -4.05
C 3.36 0.49 -7.20
C 4.13 0.60 -4.89
C -0.75 0.36 -5.18
H 0.95 -0.73 -7.46
H -0.70 -0.18 -7.57
H 0.58 0.82 -8.21
H 0.12 2.79 -5.17
H -0.46 2.60 -6.81
H 1.80 2.80 -7.72
H 1.56 4.09 -6.57
H 3.78 2.96 -6.26
H 2.78 2.92 -4.83
H 3.38 -0.60 -7.21
H 4.35 0.85 -7.47
H 2.69 0.82 -7.99
H 4.02 1.01 -3.89
H 5.07 0.98 -5.30
H 4.20 -0.48 -4.82
H -0.70 -0.72 -5.00
H -1.68 0.58 -5.70
H -0.78 0.87 -4.23
C -3.75 -0.82 5.05
C -2.43 -1.58 4.77
C -2.55 -3.04 5.25
C -2.42 -3.22 6.76
C -1.17 -2.51 7.28
C -1.12 -1.03 6.90
N -1.27 -0.89 5.42
O -0.17 -1.18 4.81
C -2.22 -0.26 7.65
C 0.20 -0.41 7.34
C -2.22 -1.57 3.27
H -3.56 0.21 5.33
H -4.37 -0.78 4.15
H -4.35 -1.29 5.83
H -1.77 -3.64 4.76
H -3.51 -3.44 4.90
H -3.31 -2.85 7.27
H -2.35 -4.28 6.99
H -1.12 -2.59 8.37
H -0.28 -3.02 6.90
H -2.25 0.78 7.33
H -2.01 -0.28 8.71
H -3.21 -0.68 7.52
H 1.06 -0.94 6.95
H 0.26 -0.45 8.43
H 0.26 0.63 7.03
H -2.06 -0.56 2.90
H -3.08 -1.99 2.76
H -1.37 -2.19 3.00
*
```

The calculation puts the largest force on an atom at 0.037 Eh/bohr. As for the total energy: -179367.564 eV.